No. 1
{
  "formula": "C5H9ClSi",
  "method": "the ωB97M-V functional and the def2-TZVPD basis",
  "symbols": ["C", "C", "C", "C", "C", "Si", "Cl", "H", "H", "H", "H", "H", "H", "H", "H", "H"],
  "positions_angstrom": [[1.34384, -1.50471, 0.15521], [0.75649, -1.42391, 1.27776], [1.41972, -0.38829, -0.85566], [0.04245, 0.24463, -0.95907], [-0.47578, 0.97486, 0.14102], [-2.20489, 0.50193, 0.78881], [-3.26032, -0.44951, -0.80120], [2.00725, -2.36925, 0.06226], [0.47658, -1.95445, 2.15244], [2.26125, 0.31833, -0.70639], [1.55625, -0.89981, -1.87892], [0.14090, 0.98823, -1.83381], [-0.61940, -0.63815, -1.23509], [0.08795, 1.63650, 0.73592], [-2.71890, 1.75442, 1.33024], [-2.01244, -0.17667, 1.99665]],
  "forces_ev_per_a": [[2.16, 0.03, -0.58], [-1.88, 1.03, 1.14], [0.21, -1.26, -1.95], [0.71, -0.28, -2.93], [-2.63, -1.52, 1.68], [1.46, 1.42, -1.69], [0.39, 0.54, 1.23], [-0.01, -0.08, -0.56], [0.06, -0.32, 0.47], [-0.46, -0.43, 0.14], [0.25, 0.87, 1.35], [-0.40, -1.07, 0.63], [0.49, 1.45, -0.04], [0.81, 0.88, 0.37], [-0.87, 0.37, -0.37], [-0.28, -1.62, 1.11]],
  "e_lumo_ev": [0.07, 0.21],
  "relative_energy_kcal_mol": 111.2,
  "multiplicity": 1,
  "orbital_gap_ev": [8.5, 8.3],
  "homo_energy_ev": [-8.425, -8.050]
}



No. 2
{
  "formula": "C2H8OS2",
  "method": "the ωB97M-V functional and the def2-TZVPD basis",
  "symbols": ["C", "S", "S", "C", "H", "H", "H", "H", "H", "H", "O", "H", "H"],
  "positions_angstrom": [[-0.64716, -1.40763, 0.05568], [-0.50891, -1.24709, 1.85285], [1.42606, -0.37445, 2.05524], [1.62867, 0.59271, 0.56624], [0.34179, -1.68120, -0.30388], [-1.22468, -2.27045, -0.26616], [-1.07295, -0.51366, -0.38601], [1.87822, 0.04296, -0.34186], [0.67123, 1.06699, 0.30146], [2.31996, 1.40216, 0.77231], [-1.30807, 1.30067, -1.31402], [-1.54667, 1.37922, -2.24039], [-1.95748, 1.70979, -0.75146]],
  "forces_ev_per_a": [[0.37, -0.63, -0.09], [0.23, 0.41, -0.02], [-0.26, -0.73, 0.02], [-1.35, 0.68, -0.67], [0.14, 0.47, -0.26], [-0.48, -0.13, 0.56], [0.41, -0.14, -0.08], [0.48, -0.19, 0.35], [0.24, 0.04, 0.29], [0.32, -0.10, 0.01], [0.80, -0.26, -0.16], [-0.35, 0.24, 0.14], [-0.55, 0.35, -0.10]],
  "e_lumo_ev": 0.47,
  "smiles": "CSSC.O",
  "relative_energy_kcal_mol": 16.0,
  "multiplicity": 1,
  "orbital_gap_ev": 8.2,
  "homo_energy_ev": -7.770
}



No. 3
{
  "formula": "C45H41AlFIN7O17S",
  "method": "the ωB97M-V functional and the def2-TZVPD basis",
  "symbols": ["O", "S", "O", "F", "Al", "I", "C", "C", "C", "O", "H", "H", "H", "H", "H", "H", "C", "C", "C", "C", "C", "C", "N", "O", "O", "H", "H", "H", "H", "H", "C", "C", "C", "C", "C", "C", "N", "O", "O", "H", "H", "H", "H", "H", "C", "C", "C", "C", "C", "C", "N", "O", "O", "H", "H", "H", "H", "H", "C", "C", "C", "C", "C", "C", "N", "O", "O", "H", "H", "H", "H", "H", "C", "C", "C", "C", "C", "C", "N", "O", "O", "H", "H", "H", "H", "H", "C", "C", "C", "C", "C", "C", "N", "O", "O", "H", "H", "H", "H", "H", "C", "C", "C", "C", "C", "C", "N", "O", "O", "H", "H", "H", "H", "H"],
  "positions_angstrom": [[0.13465, -2.25424, 1.94186], [-0.82003, -1.70598, 1.00066], [-1.99656, -2.53489, 0.91948], [-1.28377, -0.25210, 1.58745], [0.21409, -1.55976, -1.14891], [0.79757, -3.95825, -1.86359], [1.83354, -0.40842, -0.94587], [1.38784, 0.95706, -0.42300], [1.41099, 2.10262, -1.42625], [0.18086, 1.45962, -0.89154], [-0.74655, -0.90889, -2.23211], [2.54615, -0.76886, -0.20172], [2.32848, -0.24660, -1.89476], [1.66614, 1.21234, 0.59274], [1.09566, 1.97829, -2.45213], [1.62916, 3.05825, -0.96188], [3.94868, 1.26972, -7.73471], [2.91101, 0.41798, -8.08901], [2.40965, -0.48725, -7.16694], [2.95610, -0.52145, -5.89933], [3.99263, 0.31301, -5.53023], [4.49091, 1.21417, -6.45797], [2.41061, -1.46679, -4.90543], [1.51311, -2.19928, -5.26633], [2.89765, -1.44252, -3.79830], [4.33453, 1.97965, -8.45486], [2.48920, 0.46106, -9.08397], [1.60237, -1.15186, -7.43577], [4.40760, 0.26731, -4.53423], [5.30037, 1.87623, -6.18266], [1.37706, 0.89383, 6.83918], [2.46627, 1.70294, 6.54209], [3.06732, 1.62321, 5.29490], [2.55605, 0.73621, 4.36604], [1.47744, -0.08174, 4.64640], [0.88882, 0.00141, 5.89556], [3.14923, 0.65359, 3.02301], [4.10809, 1.35727, 2.76567], [2.61238, -0.11488, 2.25956], [0.90190, 0.96116, 7.80955], [2.84278, 2.39934, 7.27864], [3.91313, 2.24984, 5.05365], [1.09567, -0.77146, 3.90354], [0.04071, -0.62800, 6.13045], [3.37702, -4.47070, 1.11913], [4.21853, -3.92690, 0.15735], [5.55367, -4.29198, 0.11686], [6.02695, -5.20466, 1.04470], [5.20508, -5.74988, 2.01532], [3.87096, -5.37654, 2.04920], [7.43586, -5.61490, 0.99112], [8.14522, -5.11086, 0.14183], [7.82068, -6.44172, 1.79707], [2.33180, -4.18641, 1.14100], [3.82781, -3.22089, -0.56383], [6.20872, -3.87087, -0.63120], [5.59247, -6.45674, 2.73359], [3.21330, -5.79564, 2.79832], [5.77398, -8.54315, -4.64296], [6.51973, -7.39024, -4.43769], [5.88542, -6.20154, -4.11340], [4.50898, -6.18843, -3.99611], [3.74984, -7.32367, -4.20266], [4.39060, -8.50824, -4.52918], [3.83066, -4.93338, -3.62861], [4.52585, -3.94786, -3.46485], [2.62589, -4.96691, -3.49346], [6.27228, -9.47153, -4.89048], [7.59714, -7.41742, -4.52644], [6.46041, -5.30210, -3.95139], [2.67429, -7.29091, -4.10912], [3.80990, -9.40605, -4.69112], [-5.34853, 0.18082, 5.67702], [-4.42540, 0.84546, 4.88150], [-3.32819, 1.46141, 5.46058], [-3.17221, 1.39568, 6.83292], [-4.08360, 0.74369, 7.64195], [-5.17989, 0.13374, 7.05526], [-1.99069, 2.02591, 7.44315], [-1.22506, 2.60158, 6.70250], [-1.84474, 1.92082, 8.64712], [-6.20115, -0.30458, 5.22105], [-4.55658, 0.88043, 3.80911], [-2.60632, 1.97743, 4.84530], [-3.94530, 0.70615, 8.71202], [-5.90136, -0.38341, 7.67274], [-4.14893, 3.84174, -0.58895], [-4.58034, 4.93259, -1.33545], [-3.66030, 5.76079, -1.95509], [-2.31211, 5.48044, -1.82051], [-1.86339, 4.40482, -1.07798], [-2.79026, 3.58250, -0.45904], [-1.33461, 6.34669, -2.49677], [-1.76081, 7.29755, -3.12662], [-0.15897, 6.06735, -2.39174], [-4.86624, 3.19460, -0.11343], [-5.63741, 5.13496, -1.43671], [-3.99279, 6.60828, -2.53544], [-0.80883, 4.19520, -0.97447], [-2.44913, 2.73572, 0.12110], [-10.74345, 6.81478, 0.34437], [-11.17807, 5.70499, -0.36822], [-10.31430, 4.64742, -0.60098], [-9.02499, 4.71918, -0.10963], [-8.57182, 5.81758, 0.59586], [-9.44116, 6.87231, 0.82203], [-8.10903, 3.58836, -0.33475], [-8.52178, 2.64605, -0.97412], [-6.99240, 3.67262, 0.13780], [-11.42219, 7.63703, 0.52867], [-12.19206, 5.66228, -0.74093], [-10.64670, 3.78225, -1.15469], [-7.55847, 5.85593, 0.96743], [-9.10300, 7.73811, 1.37412]],
  "forces_ev_per_a": [[0.44, 0.91, 0.46], [0.33, -1.83, -0.22], [-0.80, 0.74, -0.10], [-0.03, -0.13, 0.17], [0.55, 0.45, -0.97], [-1.17, 0.73, 1.31], [-0.61, 0.28, 1.41], [1.38, -0.41, -2.65], [-1.93, -0.79, 1.65], [-0.81, 0.94, 1.48], [-0.30, -0.22, 0.15], [0.17, -0.30, -0.24], [0.09, -0.32, -0.12], [-0.17, 0.14, 0.08], [1.81, 0.18, -0.65], [-0.21, 0.38, -0.53], [0.00, 0.00, -0.01], [0.10, 0.06, 0.06], [-0.13, -0.03, -0.22], [0.03, 0.10, -0.09], [0.19, 0.13, 0.13], [-0.07, -0.02, -0.11], [0.00, -0.03, 0.04], [0.01, -0.03, -0.08], [0.01, -0.01, -0.06], [0.00, 0.00, 0.00], [-0.02, -0.01, 0.00], [-0.01, -0.05, 0.14], [-0.10, -0.10, 0.04], [0.00, 0.00, 0.03], [0.02, -0.01, 0.08], [-0.07, -0.12, -0.06], [0.10, 0.18, 0.10], [-0.05, 0.05, 0.23], [-0.22, -0.24, -0.13], [0.04, 0.10, 0.14], [-0.20, -0.03, 0.22], [0.04, 0.01, 0.01], [0.30, -0.06, -0.31], [0.01, 0.04, 0.01], [0.01, 0.01, 0.00], [0.01, -0.04, -0.13], [0.06, 0.04, -0.10], [0.00, -0.02, -0.03], [-0.14, 0.03, 0.06], [-0.03, 0.01, 0.03], [0.00, 0.11, -0.16], [-0.13, 0.03, -0.01], [-0.08, -0.15, 0.18], [0.07, 0.08, -0.13], [-0.04, 0.01, 0.01], [0.04, 0.00, -0.03], [0.03, -0.02, 0.03], [0.01, 0.04, -0.03], [-0.02, -0.03, -0.03], [0.08, -0.06, 0.03], [0.12, 0.00, -0.06], [0.00, 0.00, 0.01], [0.00, 0.00, 0.00], [-0.09, -0.09, -0.03], [0.24, 0.06, 0.00], [0.11, -0.14, 0.06], [-0.20, -0.17, -0.03], [0.13, 0.03, -0.01], [-0.11, -0.11, 0.14], [0.07, 0.03, -0.08], [1.14, -0.46, -1.16], [0.00, 0.00, 0.00], [0.01, 0.02, 0.01], [-0.11, 0.07, 0.05], [0.00, 0.14, 0.05], [-0.02, 0.00, 0.01], [0.00, 0.02, 0.02], [-0.09, -0.04, 0.07], [0.07, 0.06, -0.22], [-0.12, -0.08, -0.07], [-0.11, -0.10, 0.21], [0.01, 0.02, -0.13], [-0.06, -0.07, -0.08], [0.09, 0.17, 0.04], [0.00, -0.01, 0.04], [0.00, -0.01, -0.01], [0.04, -0.01, -0.01], [0.08, -0.01, 0.09], [0.12, 0.06, -0.01], [0.01, 0.00, 0.02], [0.27, 0.04, -0.04], [0.10, -0.09, 0.06], [-0.22, 0.11, -0.08], [-0.11, -0.09, 0.06], [0.27, -0.14, 0.11], [-0.17, 0.02, 0.03], [-0.02, 0.01, 0.02], [-0.02, 0.03, -0.02], [0.05, 0.00, 0.01], [-0.01, -0.04, -0.01], [-0.01, 0.01, -0.01], [0.12, 0.02, -0.04], [0.02, 0.04, -0.11], [0.07, -0.03, -0.07], [0.00, -0.01, 0.00], [0.06, 0.09, 0.07], [-0.21, -0.09, -0.11], [-0.09, 0.12, 0.04], [0.16, 0.15, 0.13], [-0.12, -0.03, -0.05], [0.01, 0.00, 0.01], [-0.03, -0.03, -0.03], [-0.25, -0.02, 0.07], [0.00, 0.01, -0.01], [0.00, -0.02, -0.02], [0.12, -0.06, 0.02], [0.02, -0.12, -0.04], [0.03, 0.00, 0.00]],
  "e_lumo_ev": 0.50,
  "total_charge": -1,
  "multiplicity": 1,
  "orbital_gap_ev": 5.8,
  "homo_energy_ev": -5.269
}



No. 4
{
  "formula": "C4H11NOS",
  "method": "the ωB97M-V functional and the def2-TZVPD basis",
  "symbols": ["C", "N", "C", "O", "C", "C", "S", "H", "H", "H", "H", "H", "H", "H", "H", "H", "H", "H"],
  "positions_angstrom": [[0.68900, -0.30679, 0.36717], [0.43436, -0.70470, -1.01420], [0.40678, -2.16168, -1.24992], [-0.57029, -2.83675, -0.43310], [0.39904, 1.17059, 0.75082], [-1.10145, 1.55303, 0.66623], [-1.05852, 3.01915, -0.39247], [0.22460, -1.01663, 1.03331], [1.85244, -0.40628, 0.54641], [1.23331, -0.39101, -1.55313], [1.49902, -2.45235, -1.21757], [0.04062, -2.42012, -2.22771], [-0.63332, -2.17322, 0.26622], [1.16486, 1.86741, 0.42791], [0.66863, 1.08794, 1.85909], [-1.43160, 1.87826, 1.67045], [-1.66495, 0.66367, 0.31464], [-2.15251, 3.62948, 0.18586]],
  "forces_ev_per_a": [[3.24, 0.67, -0.61], [-0.82, -0.24, -0.54], [0.27, 0.16, -0.07], [1.67, 1.14, 0.10], [-0.22, -2.41, 2.52], [1.52, 0.19, 0.03], [-0.99, 0.03, -0.07], [-0.30, 0.19, 0.55], [-1.79, -0.17, 0.12], [-0.32, 0.36, -0.21], [-0.99, -0.93, 0.75], [0.22, 0.50, -0.83], [-0.71, -0.66, 0.46], [-0.38, 0.08, -0.74], [-0.37, 0.35, -0.84], [-0.19, -0.22, -0.40], [0.07, 0.91, -0.05], [0.08, 0.03, -0.18]],
  "e_lumo_ev": [3.21, 3.16],
  "relative_energy_kcal_mol": 50.7,
  "total_charge": -1,
  "multiplicity": 2,
  "orbital_gap_ev": [2.1, 8.2],
  "homo_energy_ev": [1.061, -5.017]
}



No. 5
{
  "formula": "C2H2N10",
  "method": "the ωB97M-V functional and the def2-TZVPD basis",
  "symbols": ["C", "C", "N", "N", "N", "N", "N", "N", "N", "N", "N", "N", "H", "H"],
  "positions_angstrom": [[-0.21663, 0.80962, 1.24147], [0.01634, -1.16102, -0.64560], [-0.96535, 1.61770, 1.97452], [-0.09249, -2.53022, -0.41398], [1.07180, 0.85804, 1.52222], [0.92476, -0.82028, -1.56518], [-0.06048, 2.15246, 2.79504], [0.90054, -2.97362, -1.27310], [1.13092, 1.80051, 2.43958], [1.45933, -2.00502, -1.90538], [-1.35404, 0.65123, -1.15383], [-0.97320, -0.26988, -0.11555], [-1.02450, 1.59693, -0.96021], [-0.81700, 0.27355, -1.93998]],
  "forces_ev_per_a": [[-1.55, -2.59, -3.16], [-1.07, -1.36, 0.75], [-0.37, -1.15, -0.11], [2.07, 2.61, -1.92], [-0.07, -0.35, -1.64], [-0.50, -0.85, 0.79], [-0.55, 2.02, 0.02], [-1.03, -0.69, 1.25], [0.99, -0.49, 1.71], [0.39, 0.25, -0.63], [-0.30, 0.06, -0.86], [1.95, 2.03, 3.89], [0.21, -0.42, 0.04], [-0.17, 0.93, -0.13]],
  "e_lumo_ev": 7.65,
  "relative_energy_kcal_mol": 29.9,
  "total_charge": -2,
  "multiplicity": 1,
  "orbital_gap_ev": 8.5,
  "homo_energy_ev": -0.847
}



No. 6
{
  "formula": "H12O5S",
  "method": "the ωB97M-V functional and the def2-TZVPD basis",
  "symbols": ["O", "H", "H", "O", "H", "H", "O", "H", "H", "O", "H", "H", "O", "H", "H", "S", "H", "H"],
  "positions_angstrom": [[2.72826, -0.57895, 0.63330], [2.96066, 0.34066, 0.43072], [3.02438, -0.73012, 1.52598], [0.09562, -1.30318, 0.08089], [1.05264, -1.28284, 0.17862], [-0.25639, -1.46235, 0.97710], [0.32056, 0.78563, -1.46139], [0.92969, 0.43312, -2.13080], [0.09890, -0.03856, -0.95254], [-0.15424, 0.34930, 2.63733], [-0.68492, 0.84999, 1.99992], [-0.83267, 0.18337, 3.30415], [2.31575, 1.88229, 0.07345], [1.58493, 1.30984, -0.23900], [2.28883, 2.54702, -0.59971], [-2.96145, -0.79118, -1.16566], [-2.19025, 0.29093, -1.06652], [-3.75395, -0.34612, -0.15137]],
  "forces_ev_per_a": [[0.16, -0.60, -0.34], [0.06, 0.14, 0.03], [0.09, -0.10, 0.43], [-0.71, -0.68, 0.36], [0.65, 0.09, 0.44], [0.25, 0.34, -0.61], [0.31, -0.67, -0.28], [-0.29, 0.34, 0.01], [-0.22, 0.44, 0.05], [-0.84, 0.09, -0.04], [0.51, 0.01, -0.21], [0.31, -0.16, 0.29], [-0.28, -0.38, 0.27], [-0.16, 0.27, 0.10], [0.31, 0.84, -0.49], [-0.54, 0.16, 0.54], [0.17, 0.12, -0.10], [0.23, -0.24, -0.47]],
  "e_lumo_ev": 0.38,
  "smiles": "O.O.O.O.O.S",
  "relative_energy_kcal_mol": 7.5,
  "multiplicity": 1,
  "orbital_gap_ev": 9.9,
  "homo_energy_ev": -9.554
}



Which of these has the highest multiplicity?
C4H11NOS



Among the records above, which one has the highest multiplicity?
C4H11NOS